# 1
ORCA calculation (ωB97M-V/def2-TZVPD) on a 6-piece molecular cluster, C44H90N6O7 overall in a non-equilibrium geometry.

Geometry (Å):
N1 0.0020 -0.4449 -0.6048
O1 -0.8817 -1.2861 -0.3249
O2 0.8875 -0.6576 -1.4168
O3 0.0674 0.6623 -0.0142
C1 -0.3419 -4.4866 -1.9361
C2 -1.6026 -4.2286 -2.7808
C3 -2.8579 -4.1767 -1.8738
C4 -4.0975 -3.7095 -2.6176
C5 -3.8320 -2.2289 -3.0165
C6 -2.6350 -2.0984 -3.9574
N2 -1.4730 -2.8674 -3.4253
O4 -0.3113 -2.5309 -3.9243
C7 -2.3368 -0.6256 -3.9573
C8 -2.9985 -2.5903 -5.3722
C9 -1.7496 -5.3024 -3.8989
H1 0.5080 -4.9282 -2.4566
H2 -0.5839 -5.2506 -1.1953
H3 0.0068 -3.6262 -1.3644
H4 -2.6794 -3.5446 -1.0037
H5 -2.9528 -5.2097 -1.5369
H6 -4.9033 -3.7316 -1.8831
H7 -4.4876 -4.1947 -3.5117
H8 -3.7935 -1.6666 -2.0813
H9 -4.7344 -1.7948 -3.4477
H10 -3.2125 0.0215 -3.9190
H11 -1.7836 -0.2625 -4.8244
H12 -1.7187 -0.3506 -3.1007
H13 -3.2361 -3.6468 -5.4750
H14 -2.2583 -2.3403 -6.1338
H15 -3.8459 -2.0389 -5.7821
H16 -0.9026 -5.4114 -4.5764
H17 -2.6559 -5.2650 -4.4979
H18 -1.7023 -6.2206 -3.3113
C10 4.4350 0.9839 2.8059
C11 3.2276 1.8945 3.0890
C12 1.9364 1.1100 3.0022
C13 0.7146 1.9391 3.5157
C14 1.0754 3.0895 4.4698
C15 2.2417 2.7027 5.4207
N3 3.4278 2.3988 4.5048
O5 4.5554 2.9928 4.7843
C16 1.9915 1.4292 6.2180
C17 2.4465 3.8245 6.4651
C18 3.2365 3.0986 2.0949
H19 4.7636 0.2280 3.5204
H20 5.3308 1.5896 2.6665
H21 4.2906 0.4105 1.8897
H22 2.0072 0.1058 3.4204
H23 1.7344 0.8865 1.9530
H24 0.1775 1.2383 4.1551
H25 0.1136 2.2929 2.6794
H26 0.1661 3.2035 5.0600
H27 1.3442 4.0652 4.0664
H28 2.6331 1.1632 7.0573
H29 1.8026 0.5091 5.6646
H30 1.0406 1.6329 6.7153
H31 3.1032 3.5759 7.2983
H32 1.5142 4.1910 6.8938
H33 2.9065 4.7288 6.0624
H34 4.1201 3.7293 1.9959
H35 2.4145 3.7726 2.3365
H36 3.0516 2.8733 1.0435
C19 -4.8977 3.8505 1.2523
C20 -4.2552 2.8348 2.2222
C21 -5.3487 2.6758 3.3481
C22 -5.1443 1.4605 4.2253
C23 -5.1978 0.1805 3.3688
C24 -4.1737 0.1610 2.2205
N4 -4.1338 1.5124 1.5229
O6 -3.6638 1.5875 0.3068
C25 -4.6753 -0.9664 1.2546
C26 -2.8010 -0.1339 2.8019
C27 -2.9219 3.2691 2.8222
H37 -4.1949 4.1607 0.4809
H38 -5.3039 4.7216 1.7666
H39 -5.8269 3.4258 0.8715
H40 -6.2953 2.5818 2.8122
H41 -5.4689 3.5874 3.9329
H42 -5.8868 1.5484 5.0180
H43 -4.1841 1.6643 4.7027
H44 -6.2221 -0.0408 3.0668
H45 -5.0058 -0.6465 4.0538
H46 -3.8673 -1.2782 0.5911
H47 -5.5139 -0.6411 0.6399
H48 -4.9549 -1.8566 1.8163
H49 -2.7979 -1.1618 3.1640
H50 -2.5726 0.4928 3.6637
H51 -1.9852 -0.0397 2.0834
H52 -3.0647 4.2923 3.1722
H53 -2.2210 3.1476 1.9953
H54 -2.5114 2.8480 3.7400
C28 -0.3291 5.5681 -3.0845
C29 -0.5944 4.2643 -2.3185
C30 -1.3713 3.1694 -3.1513
C31 -0.5429 2.5456 -4.2826
C32 0.6747 1.7847 -3.8213
C33 1.5918 2.8008 -3.1100
N5 0.7568 3.5944 -2.0683
O7 1.1925 3.5680 -0.8086
C34 2.2318 3.7486 -4.1561
C35 2.6666 1.9424 -2.3554
C36 -1.4457 4.3782 -1.0812
H55 0.4965 6.1603 -2.6895
H56 -1.1715 6.2495 -3.2084
H57 -0.0849 5.4309 -4.1382
H58 -2.2251 3.6533 -3.6253
H59 -1.7063 2.3552 -2.5082
H60 -0.2699 3.2720 -5.0481
H61 -1.1393 1.7932 -4.8008
H62 1.2119 1.3632 -4.6687
H63 0.3983 1.1047 -3.0143
H64 2.8224 3.2419 -4.9180
H65 2.9142 4.5026 -3.7583
H66 1.5247 4.4283 -4.6289
H67 2.2942 1.5543 -1.4067
H68 3.5232 2.5332 -2.0294
H69 2.9686 1.0477 -2.8972
H70 -1.5472 3.5599 -0.3665
H71 -2.5067 4.4927 -1.3073
H72 -1.1557 5.2308 -0.4649
C37 6.1992 -4.1045 -3.1781
C38 5.5809 -4.5876 -1.8619
C39 4.7549 -3.4806 -1.1545
N6 4.0381 -3.8884 0.1454
C40 5.1091 -4.2192 1.1587
C41 3.1767 -5.1407 -0.1409
C42 2.1103 -5.1925 0.9149
C43 1.9404 -3.7115 1.3651
C44 3.0340 -2.8889 0.6420
H73 6.7279 -4.8605 -3.7577
H74 6.8335 -3.2350 -3.0126
H75 5.3727 -3.9098 -3.8642
H76 6.3126 -5.0171 -1.1758
H77 4.9729 -5.4815 -2.0112
H78 3.9482 -3.0766 -1.7661
H79 5.3843 -2.6719 -0.7817
H80 5.6672 -3.2966 1.3214
H81 5.8134 -4.9777 0.8252
H82 4.7125 -4.4933 2.1357
H83 3.7406 -6.0679 -0.2370
H84 2.8183 -4.9862 -1.1599
H85 2.4985 -5.6932 1.8023
H86 1.1969 -5.6926 0.6002
H87 2.0006 -3.5572 2.4407
H88 0.9664 -3.4382 0.9593
H89 3.6561 -2.1789 1.1871
H90 2.6405 -2.3553 -0.2237

Summary:
net charge: +4
relative energy (zero: lowest compared OMol25 entry of this formula, charge and spin): 0.0 kcal per mole
HOMO energy: -17.1787 eV
gap between HOMO and LUMO: 5.55 eV
electronic energy: -70310.3102 eV

# 2
ORCA calculation (ωB97M-V/def2-TZVPD) on one molecule with the formula C4H7FO in a non-equilibrium geometry.

Geometry (Å):
C1 0.0828 0.7766 0.3620
C2 0.1136 0.3049 -1.1147
C3 0.3518 -1.0972 -0.6011
C4 -0.2229 -0.6793 0.7580
H1 -0.8658 2.1324 1.4991
H2 1.0466 1.1493 0.6412
H3 -0.9564 0.4803 -1.3654
H4 0.7826 0.6740 -1.8864
H5 -0.1038 -1.9704 -1.1833
H6 1.4100 -1.3056 -0.3622
H7 -1.2689 -0.9534 0.8731
O1 -0.8253 1.7964 0.5899
F1 0.4556 -1.3080 1.7899

Summary:
relative energy (zero: lowest compared OMol25 entry of this formula, charge and spin): 23.9 kcal per mole
SMILES string: O[C@@H]1CC[C@H]1F
HOMO energy: -10.3919 eV
gap between HOMO and LUMO: 11.32 eV
electronic energy: -9025.2329 eV

# 3
ORCA calculation (ωB97M-V/def2-TZVPD) on C16H12ClN3O7Sc as an isolated structure in a non-equilibrium geometry.

Geometry (Å):
C1 1.5825 -1.9084 -0.2337
C2 1.7158 -1.6760 -1.6318
C3 0.4334 -1.8135 -2.2436
H1 2.6668 -1.5541 -2.1625
C4 -0.5219 -2.1851 -1.2159
C5 0.2208 -2.2467 0.0206
H2 -0.0944 -2.6773 0.9627
H3 2.3896 -2.0012 0.4909
H4 0.2326 -1.7304 -3.3242
H5 -1.5725 -2.4458 -1.3897
Sc1 0.0849 0.0836 -0.7848
Cl1 1.4484 1.6891 -1.8131
C6 1.0004 2.2575 -4.4504
C7 -0.2278 1.6239 -4.8060
C8 0.0818 0.3902 -5.4471
H6 -1.2219 2.0309 -4.6285
C9 1.5090 0.2625 -5.4993
C10 2.0745 1.4118 -4.8831
H7 3.1357 1.6172 -4.7501
H8 1.1016 3.2111 -3.9381
H9 -0.6352 -0.3136 -5.8698
H10 2.0648 -0.5534 -5.9618
O1 -3.0866 1.4016 6.2708
N1 -1.9973 0.7983 6.1514
O2 -1.2981 0.3641 7.0980
C11 -1.4943 0.6216 4.7877
C12 -2.2105 1.0790 3.6693
C13 -1.6847 0.8624 2.3950
C14 -0.3322 0.3742 2.2434
O3 0.2969 0.4512 1.1099
C15 0.2948 -0.1769 3.3918
C16 -0.2842 -0.0570 4.6377
N2 1.5358 -0.9646 3.2986
O4 2.2691 -0.9790 2.3005
O5 1.7846 -1.6551 4.2976
N3 -2.5230 1.0701 1.2355
O6 -3.5616 1.7238 1.4056
O7 -2.2337 0.5905 0.0749
H11 -3.1522 1.6119 3.7529
H12 0.2083 -0.5885 5.4384

Summary:
net charge: -1
relative energy (zero: lowest compared OMol25 entry of this formula, charge and spin): 0.0 kcal per mole
HOMO energy (spin up / spin down): -6.0869 / -3.3242 eV
gap between HOMO and LUMO (spin up / spin down): 8.11 / 3.81 eV
electronic energy: -68807.3309 eV

# 4
ORCA calculation (ωB97M-V/def2-TZVPD) on one molecule with the formula C5H10N2 in a non-equilibrium geometry.

Geometry (Å):
C1 0.9636 0.2482 1.8422
C2 0.8926 1.1244 0.6045
N1 1.2025 0.8487 -0.7582
C3 -0.1756 1.0046 -0.4698
C4 -1.2095 -0.0932 -0.6033
C5 -1.0428 -1.0942 -1.6865
N2 -0.9864 -1.4991 -0.2855
H1 0.3854 -0.6774 1.7905
H2 0.5489 0.8440 2.6654
H3 1.9973 0.0091 2.1183
H4 1.2307 2.1351 0.8333
H5 1.7385 0.1845 -1.2618
H6 -0.5769 1.9433 -0.8551
H7 -2.2267 0.2363 -0.3830
H8 -1.8897 -1.4590 -2.2617
H9 -0.1031 -1.0555 -2.2358
H10 -0.0198 -1.6522 -0.0152

Summary:
relative energy (zero: lowest compared OMol25 entry of this formula, charge and spin): 61.8 kcal per mole
SMILES string: C[C@H]1N[C@H]1[C@H]1CN1
HOMO energy: -8.8104 eV
gap between HOMO and LUMO: 9.98 eV
electronic energy: -8324.6543 eV

# 5
ORCA calculation (ωB97M-V/def2-TZVPD) on one molecule with the formula C5H6O2 in a non-equilibrium geometry.

Geometry (Å):
C1 -1.8402 -0.1732 -0.2949
C2 -0.4634 -0.0958 0.3729
O1 0.3575 -1.2754 0.1772
C3 1.6656 -0.8838 0.1545
O2 2.5762 -1.6386 0.3664
C4 1.6837 0.5712 -0.1574
C5 0.4418 1.0345 -0.0628
H1 -2.5116 -0.8287 0.2667
H2 -2.3401 0.8062 -0.3690
H3 -1.7452 -0.5618 -1.3137
H4 -0.4936 -0.2129 1.4609
H5 2.5927 1.1040 -0.4097
H6 0.1144 2.0486 -0.2853

Summary:
relative energy (zero: lowest compared OMol25 entry of this formula, charge and spin): 9.3 kcal per mole
SMILES string: C[C@@H]1C=CC(=O)O1
HOMO energy: -10.3989 eV
gap between HOMO and LUMO: 10.90 eV
electronic energy: -9376.6930 eV

# 6
ORCA calculation (ωB97M-V/def2-TZVPD) on C21H35N6O7P2Pt as an isolated structure.

Geometry (Å):
Pt1 1.2179 0.2277 -1.3073
O1 4.6457 1.5110 -3.4972
P1 3.2052 0.8016 -3.3314
O2 2.9713 -0.1995 -4.3905
O3 3.2029 0.4248 -1.8491
O4 2.1626 2.0242 -3.5695
P2 1.5376 3.1162 -2.5348
O5 0.1076 3.3623 -3.2764
O6 2.3098 4.3728 -2.5413
O7 1.2039 2.3959 -1.2468
H1 4.7823 1.7332 -4.4229
H2 0.2001 4.1483 -3.8227
C1 -3.9440 -1.3133 -1.6106
N1 -2.6350 -1.3425 -0.9940
C2 -2.6299 -1.5571 0.4312
C3 -1.5572 -0.7131 -1.5894
N2 -0.7729 0.0978 -0.9040
C4 -1.4477 1.0752 -0.1112
C5 -2.5162 1.6670 -0.7517
C6 -3.3127 2.6528 -0.1469
C7 -2.9920 3.0824 1.1015
C8 -1.8687 2.5473 1.7866
C9 -1.5609 3.1018 3.0549
C10 -0.4599 2.6833 3.7363
C11 0.3378 1.6696 3.1958
C12 0.0463 1.0483 1.9942
N3 0.9111 0.0771 1.5313
C13 1.3995 -0.8357 2.2967
N4 2.6685 -1.3087 2.0707
C14 3.6098 -0.5005 1.3102
C15 2.9693 -2.7236 2.0960
N5 0.7665 -1.4377 3.3868
C16 1.4987 -1.6392 4.6197
C17 -0.6595 -1.3297 3.5853
C18 -1.0693 1.5197 1.2087
N6 -1.3741 -0.9917 -2.9050
C19 -0.7169 -0.0645 -3.8233
C20 -1.5506 -2.3270 -3.4433
H3 -4.5683 -0.5439 -1.1383
H4 -4.4414 -2.2810 -1.5033
H5 -3.8530 -1.0842 -2.6687
H6 -3.2682 -2.4160 0.6527
H7 -2.9946 -0.6916 0.9990
H8 -1.6122 -1.7870 0.7422
H9 -2.7093 1.4007 -1.7828
H10 -4.1433 3.0815 -0.6933
H11 -3.5621 3.8639 1.5891
H12 -2.1981 3.8872 3.4410
H13 -0.1932 3.1291 4.6871
H14 1.2304 1.3505 3.7221
H15 3.3517 0.5506 1.4027
H16 3.6090 -0.7374 0.2493
H17 4.6096 -0.6715 1.7185
H18 3.9011 -2.9078 2.6392
H19 3.0859 -3.1034 1.0756
H20 2.1669 -3.2749 2.5792
H21 2.5679 -1.5779 4.4393
H22 1.2700 -2.6187 5.0503
H23 1.2257 -0.8724 5.3576
H24 -1.1611 -1.1551 2.6390
H25 -0.9247 -0.5064 4.2587
H26 -1.0287 -2.2663 4.0138
H27 -0.6983 0.9387 -3.4038
H28 -1.3047 -0.0592 -4.7466
H29 0.3102 -0.3633 -4.0394
H30 -2.1381 -2.9444 -2.7701
H31 -0.5720 -2.7902 -3.5942
H32 -2.0597 -2.2623 -4.4071
C21 1.3215 -1.7857 -1.4378
H33 1.3631 -2.1025 -2.4855
H34 0.4866 -2.3048 -0.9455
H35 2.2443 -2.1506 -0.9766

Summary:
net charge: -1
HOMO energy: -4.1191 eV
gap between HOMO and LUMO: 6.52 eV
electronic energy: -67451.9244 eV

# 7
ORCA calculation (ωB97M-V/def2-TZVPD) on a 11-piece molecular cluster, C39H66O33 overall in a non-equilibrium geometry.

Geometry (Å):
C1 -4.2799 18.6423 17.7175
C2 -4.1861 17.6131 18.9109
C3 -5.2582 16.5492 19.0640
O1 -4.5411 15.3953 19.3051
C4 -3.2993 15.5216 18.9865
O2 -2.5214 14.5702 18.9427
O3 -3.0729 16.7313 18.6258
H1 -5.2053 19.2176 17.7440
H2 -4.3152 18.2781 16.6908
H3 -3.2863 19.0890 17.7550
H4 -4.1057 18.1536 19.8541
H5 -5.8185 16.3871 18.1432
H6 -5.8387 16.9225 19.9076
C5 -8.3381 11.6604 9.7783
C6 -7.6115 11.9578 11.1402
C7 -7.7320 13.3168 11.7908
O4 -7.5050 13.0214 13.1224
C8 -7.6821 11.6590 13.3463
O5 -7.7471 11.2221 14.4252
O6 -7.9830 11.0487 12.1909
H7 -7.7001 12.0408 8.9806
H8 -9.2631 12.2328 9.7087
H9 -8.4838 10.5921 9.6182
H10 -6.5830 11.5998 11.0938
H11 -8.6803 13.8139 11.5863
H12 -7.0059 13.9837 11.3259
C9 -1.0314 18.7472 11.0890
C10 0.3132 18.8838 11.9039
C11 1.3537 18.6292 10.9510
O7 2.0484 19.8083 10.8113
C12 1.5746 20.6678 11.6916
O8 2.0690 21.7733 12.0046
O9 0.4288 20.2393 12.2140
H13 -1.1313 17.8146 10.5337
H14 -1.1412 19.5586 10.3696
H15 -1.7951 18.7363 11.8668
H16 0.4091 18.1376 12.6927
H17 1.0128 18.2504 9.9874
H18 2.0242 17.8164 11.2300
C13 -12.5649 12.6295 15.7089
C14 -13.2059 13.8246 15.0176
C15 -14.2672 14.5653 15.7655
O10 -13.8354 15.8908 15.8614
C16 -12.5070 15.9070 15.5520
O11 -11.7419 16.8629 15.6236
O12 -12.1504 14.7219 15.0099
H19 -12.4932 12.6956 16.7945
H20 -11.6772 12.2532 15.2004
H21 -13.2776 11.8256 15.5248
H22 -13.5219 13.5821 14.0030
H23 -14.2410 14.1657 16.7793
H24 -15.2631 14.3704 15.3676
C17 -7.3783 21.1775 14.9397
C18 -6.8858 20.1229 13.9486
C19 -7.3074 20.2861 12.4421
O13 -6.1110 20.2079 11.7651
C20 -5.1496 20.2989 12.5736
O14 -3.9649 20.2021 12.3128
O15 -5.5346 20.1552 13.8514
H25 -8.4598 21.1753 14.8036
H26 -7.0931 22.1868 14.6429
H27 -7.0711 20.8662 15.9381
H28 -7.2069 19.1125 14.2016
H29 -7.9015 21.1904 12.3104
H30 -7.9346 19.4726 12.0772
C21 -3.3976 16.8084 8.2842
C22 -4.2243 17.5349 9.3785
C23 -4.5248 19.0368 9.1508
O16 -5.9700 19.1245 9.2689
C24 -6.5127 17.8433 9.5162
O17 -7.6801 17.6147 9.9670
O18 -5.5247 16.8662 9.3848
H31 -2.9295 15.8673 8.5729
H32 -2.5109 17.3884 8.0285
H33 -4.0351 16.7299 7.4035
H34 -3.7761 17.6151 10.3688
H35 -4.2367 19.4924 8.2034
H36 -3.9910 19.6541 9.8735
C25 -11.6276 20.9870 16.7163
O19 -11.8678 20.3378 18.0057
C26 -11.0011 19.3176 18.3155
O20 -11.2472 18.5112 19.2834
O21 -10.0375 19.1754 17.3536
C27 -9.1009 18.1282 17.4667
H37 -10.6624 21.4933 16.7194
H38 -12.3712 21.7681 16.5582
H39 -11.6490 20.3493 15.8325
H40 -8.2969 18.3797 18.1584
H41 -8.6827 17.9807 16.4710
H42 -9.5822 17.1785 17.7003
C28 -7.4775 13.4056 17.7729
O22 -6.1986 13.2182 17.2595
C29 -5.5773 12.0163 17.3077
O23 -5.8346 11.0555 17.9948
O24 -4.3905 12.0971 16.5656
C30 -4.0154 13.1614 15.6118
H43 -7.5898 12.6498 18.5502
H44 -8.2642 13.2350 17.0380
H45 -7.6316 14.4512 18.0396
H46 -4.3729 12.8119 14.6432
H47 -2.9682 13.4066 15.4346
H48 -4.5797 14.0306 15.9494
C31 -4.5556 16.8012 13.4807
O25 -5.8537 16.6281 13.1034
C32 -6.7940 16.3392 14.0587
O26 -6.5842 16.1862 15.2630
O27 -7.9377 16.2018 13.5154
C33 -9.0405 15.6396 14.1956
H49 -4.0707 16.0334 14.0836
H50 -4.5387 17.7034 14.0922
H51 -3.9357 16.9471 12.5960
H52 -9.7346 15.1869 13.4876
H53 -9.5440 16.4832 14.6678
H54 -8.7904 14.9116 14.9673
C34 -1.5342 15.2026 12.8498
O28 -0.1459 14.9376 13.0107
C35 0.6548 15.1684 12.0322
O29 0.2961 15.5760 10.8673
O30 1.9640 14.9650 12.3997
C36 3.0080 15.3836 11.5291
H55 -1.9807 14.3628 12.3175
H56 -1.5448 16.1532 12.3166
H57 -2.1512 15.3650 13.7336
H58 2.5968 15.7133 10.5750
H59 3.6180 14.4810 11.4930
H60 3.6371 16.1979 11.8886
C37 -1.9732 20.2301 14.8773
O31 -1.1039 19.3614 15.6461
C38 -0.9420 18.0418 15.3310
O32 -1.2457 17.5315 14.2434
O33 -0.5467 17.4455 16.5024
C39 -0.5113 16.0972 16.5384
H61 -1.8044 19.9802 13.8299
H62 -1.7740 21.2844 15.0694
H63 -3.0344 20.0907 15.0834
H64 -1.4530 15.7660 16.1006
H65 -0.6222 15.7374 17.5613
H66 0.2610 15.7016 15.8787

Summary:
relative energy (zero: lowest compared OMol25 entry of this formula, charge and spin): 96.4 kcal per mole
SMILES string: C[C@H]1COC(=O)O1.C[C@H]1COC(=O)O1.C[C@H]1COC(=O)O1.C[C@H]1COC(=O)O1.C[C@H]1COC(=O)O1.C[C@H]1COC(=O)O1.COC(=O)OC.COC(=O)OC.COC(=O)OC.COC(=O)OC.COC(=O)OC
HOMO energy: -10.4122 eV
gap between HOMO and LUMO: 10.56 eV
electronic energy: -109076.1032 eV